Record 1
DFT (wB97M-V/def2-TZVPD) results for a structure of composition C10H20CdFO6 at a distorted geometry.

Structure (XYZ):
```
38
Properties=species:S:1:pos:R:3:forces:R:3
Cd 10.173302 7.636339 9.883354 0.5 0.0 -1.2
F 10.747838 8.872158 8.133639 -0.7 -0.1 1.5
C 12.734624 6.104242 11.339106 -1.3 0.1 -0.5
O 11.989514 7.380526 11.370561 -0.5 -1.9 -1.0
H 13.126452 5.935239 12.315009 0.0 -0.5 0.8
H 12.063496 5.259825 10.982911 0.8 1.2 0.6
H 13.567564 6.230723 10.685422 0.5 -0.1 -0.7
H 12.419820 7.943584 11.993360 0.3 0.8 0.5
C 9.486503 10.436367 11.853514 -0.5 -0.1 -0.6
O 9.985519 9.625373 10.776705 -0.3 -0.1 -0.6
H 8.544800 10.948771 11.619003 0.2 -0.3 -0.2
H 9.328313 9.814319 12.727948 0.1 -0.2 -0.1
H 10.257423 11.143525 12.014015 0.5 0.9 0.7
H 10.142673 10.086922 9.924142 -0.1 0.2 0.6
O 8.151483 6.763985 10.267576 1.1 -0.5 0.1
C 7.024581 6.577079 9.878601 -1.7 0.8 0.6
O 6.179164 7.602801 9.921001 0.3 0.6 -0.6
C 4.853677 7.290328 9.451155 -0.6 -1.6 1.6
C 4.980483 5.853032 8.858990 0.5 1.4 -0.7
C 6.310771 5.345302 9.417685 -0.7 -0.2 0.2
H 4.436432 8.048298 8.814020 0.4 0.3 -0.5
H 4.225128 7.291848 10.365981 0.2 -0.1 -0.5
H 5.069552 5.956630 7.753323 -0.4 -0.4 0.8
H 4.182129 5.207231 9.185228 -0.4 0.0 -0.4
H 6.870919 4.909146 8.622444 0.7 -0.8 -0.2
H 6.082423 4.619360 10.229802 0.8 0.5 -0.4
O 10.286477 5.941002 8.258846 -0.1 -0.6 0.8
C 10.518325 6.271567 7.116810 0.5 2.8 -2.1
O 9.589889 6.228373 6.161098 -0.3 -0.8 0.4
C 9.937912 6.946410 4.923667 -0.4 0.1 1.5
C 11.351664 7.436090 5.149494 -1.2 1.5 0.4
C 11.750110 7.001013 6.534648 0.9 -0.5 0.7
H 9.185625 7.741965 4.884688 0.3 -0.1 -0.2
H 9.811306 6.293350 4.093140 -0.1 -0.7 -0.5
H 11.290419 8.510091 5.099078 0.1 0.6 0.3
H 11.991791 7.219444 4.355698 1.2 -1.0 -1.1
H 12.136389 7.850737 7.148728 -0.9 -0.9 -0.3
H 12.561355 6.286414 6.502126 0.3 -0.5 -0.1
```
Positions in Å, forces in eV/Å.

Output
- Kohn-Sham gap: 10.520 eV
- HOMO: -13.316 eV
- Energy above the lowest of the compared OMol25 structures with the same formula, charge and spin: 0.0 kcal/mol
- Charge: +1
- Total energy: -30255.404 eV

Taken from the natural (NBO) analysis, the atomic charges in e are: 1.79 -0.91 -0.25 -0.81 0.20 0.20 0.19 0.51 -0.24 -0.85 0.19 0.20 0.19 0.54 -0.73 0.86 -0.46 -0.07 -0.42 -0.54 0.21 0.19 0.22 0.24 0.26 0.26 -0.73 0.87 -0.48 -0.05 -0.45 -0.54 0.20 0.20 0.23 0.23 0.30 0.23


Record 2
DFT (wB97M-V/def2-TZVPD) results for a structure of composition C10H20Cl10F2MgNO4S2 at a distorted geometry.

Structure (XYZ):
```
50
Properties=species:S:1:pos:R:3:forces:R:3
Mg 0.555913 -5.035139 -0.696815 0.0 0.5 0.3
N -0.551077 -2.173889 2.082825 1.7 -0.3 4.0
S -1.550817 -0.988429 2.045285 -5.2 3.5 -5.0
O -1.124447 0.386391 1.928935 0.4 -1.9 1.0
O -2.797247 -1.247399 2.724575 1.5 -0.1 -0.2
F -1.863677 -1.364029 0.519435 -0.5 0.4 -0.1
S -0.001657 -1.809409 3.683525 5.9 -2.8 1.3
O -0.945927 -1.713029 4.735655 0.0 0.7 -1.0
O 1.217123 -1.006849 3.544225 -3.0 -1.1 0.2
F 0.618433 -3.306329 3.928735 -0.7 1.2 -0.5
Cl 6.136643 0.780031 -2.173005 0.1 -0.1 -0.4
C 6.645653 0.065941 -0.643995 0.2 2.8 0.7
C 6.975873 -1.349119 -0.602995 0.5 -1.2 1.5
Cl 5.465603 -2.254569 -0.794915 -0.3 -0.8 -0.2
H 5.886333 0.373641 0.074935 -0.7 -0.9 -0.1
H 7.405663 0.694831 -0.180335 0.9 -0.2 -0.8
H 7.342193 -1.492329 0.413565 -0.4 -0.2 0.4
H 7.796843 -1.838209 -1.127305 -0.4 0.7 -1.0
Cl -9.215147 -6.539739 3.035745 0.5 0.4 0.4
C -8.543797 -5.154159 4.005745 -1.1 0.0 -0.8
C -9.563877 -3.975999 3.987465 0.9 -0.3 1.3
Cl -11.225837 -4.397419 4.657165 1.4 0.3 -0.7
H -7.590877 -4.860239 3.565685 -0.3 0.2 -0.4
H -8.257987 -5.516109 4.993365 -0.7 0.0 0.1
H -9.628057 -3.403059 3.062405 -0.4 -0.8 -0.3
H -9.099157 -3.262319 4.667755 -0.4 0.1 0.4
Cl 0.088133 3.520261 -5.164885 -0.3 0.3 0.2
C 0.306463 5.299001 -4.975265 0.5 -0.3 -0.3
C 0.377963 5.972081 -6.342705 0.5 -0.7 0.0
Cl 1.950813 5.527361 -7.172875 -0.5 0.6 0.5
H 1.239413 5.360981 -4.415035 0.0 0.4 -0.3
H -0.463647 5.738251 -4.341155 -0.3 -0.3 -0.3
H 0.243423 7.046801 -6.220385 0.5 0.0 -0.3
H -0.342247 5.580821 -7.061255 -0.3 0.1 0.5
Cl 9.986383 0.632231 5.511955 0.0 0.1 -0.2
C 8.532053 0.921741 6.520345 0.6 0.2 -0.7
C 8.889083 1.648181 7.814025 -0.6 -1.6 -0.3
Cl 9.718413 3.165361 7.550415 -0.2 0.5 -0.1
H 8.116373 -0.084839 6.566355 -0.2 0.3 0.9
H 7.819623 1.542941 5.977535 0.2 0.0 -0.3
H 9.554373 1.061121 8.447145 -0.3 -0.1 0.0
H 7.894893 1.760771 8.246465 0.3 0.5 0.7
Cl -4.306477 0.560911 -8.873175 1.0 0.0 -0.5
C -5.568307 0.069261 -7.746835 0.7 0.6 0.3
C -6.600177 1.166851 -7.767475 -1.7 -1.7 -0.4
Cl -6.093937 2.719831 -7.198165 0.5 0.7 0.2
H -5.127827 0.008941 -6.751625 0.0 -0.3 -0.1
H -5.868087 -0.909119 -8.122325 -0.6 0.2 0.4
H -7.434777 0.858061 -7.138045 0.0 0.0 0.1
H -6.998587 1.219141 -8.780705 0.1 0.4 0.0
```
Positions in Å, forces in eV/Å.

Output
- Kohn-Sham gap: 1.520 eV
- HOMO: -11.913 eV
- Energy above the lowest of the compared OMol25 structures with the same formula, charge and spin: 180.2 kcal/mol
- Charge: +1
- Total energy: -178133.105 eV

Taken from the natural (NBO) analysis, the atomic charges in e are: 1.26 -0.85 2.36 -0.77 -0.75 -0.51 2.32 -0.78 -0.79 -0.50 -0.04 -0.43 -0.39 -0.09 0.23 0.24 0.23 0.25 -0.08 -0.37 -0.37 -0.06 0.22 0.22 0.23 0.22 -0.08 -0.38 -0.37 -0.08 0.23 0.22 0.23 0.23 -0.08 -0.38 -0.41 -0.02 0.23 0.21 0.23 0.22 -0.06 -0.39 -0.42 -0.01 0.21 0.23 0.22 0.22


Record 3
DFT (wB97M-V/def2-TZVPD) results for a cluster of 10 separate species, C10H20Cl20 in total at a distorted geometry.

Structure (XYZ):
```
50
Properties=species:S:1:pos:R:3:forces:R:3
Cl 0.745909 -4.508060 4.973122 -0.2 -0.2 -0.3
C 1.224893 -5.694346 3.718254 0.1 0.2 0.6
Cl 1.314505 -4.972581 2.125077 0.1 0.2 -0.3
H 2.218855 -6.010591 4.034657 -0.3 -0.2 -0.3
H 0.489581 -6.496748 3.658522 0.2 0.1 0.3
Cl 3.051118 4.658428 -1.346399 0.2 -1.1 0.0
C 2.999881 6.245709 -2.058342 0.1 0.2 0.3
Cl 2.457302 7.341025 -0.751998 0.0 0.3 -0.7
H 4.009448 6.516465 -2.367461 -0.3 0.1 0.1
H 2.317719 6.195503 -2.907016 0.0 0.4 0.3
Cl -5.021811 -0.433209 5.178041 -0.3 -0.2 -0.2
C -3.463892 -1.045326 5.703280 0.2 -0.2 0.4
Cl -3.337198 -0.971927 7.500498 0.2 0.2 -0.6
H -3.319235 -2.100656 5.472094 -0.3 0.2 -0.2
H -2.726665 -0.436761 5.179588 0.2 -0.1 0.6
Cl 4.851484 -0.626294 2.944888 0.3 0.0 0.0
C 6.285446 -1.413670 3.635056 -0.3 -0.4 0.0
Cl 6.139607 -3.219711 3.459992 0.3 1.1 0.2
H 7.184476 -1.059031 3.130981 -0.3 -0.3 -0.1
H 6.316584 -1.133755 4.688034 0.0 -0.4 -0.1
Cl -1.063514 -1.092290 -0.528441 0.3 -0.1 -0.3
C 0.368329 -0.139852 -0.128258 0.3 0.3 0.6
Cl 0.033787 0.789488 1.368320 0.2 0.1 -0.4
H 1.241005 -0.752604 0.097720 -0.4 -0.3 -0.1
H 0.641910 0.527536 -0.945477 -0.4 0.1 0.2
Cl -0.602807 -0.779271 -7.019622 -0.5 -0.6 0.6
C -1.411427 -1.859243 -5.776230 0.0 1.1 -0.6
Cl -3.156940 -1.460454 -5.590736 0.8 -0.3 -0.2
H -1.285623 -2.873940 -6.153963 -0.1 0.2 0.4
H -0.922772 -1.611241 -4.833997 -0.1 -0.4 -0.2
Cl -2.585311 3.338266 -1.830019 -1.0 -0.2 0.1
C -4.369481 2.992999 -1.860747 0.5 -0.5 0.0
Cl -5.040912 2.688021 -0.201156 0.4 0.4 -1.3
H -4.854796 3.793132 -2.419632 0.0 0.2 0.8
H -4.516083 2.096831 -2.463653 0.2 -0.1 0.4
Cl 5.378455 2.093900 -6.727162 -0.2 0.0 -0.1
C 3.652850 2.010768 -6.333514 0.0 -0.1 -0.1
Cl 3.402431 0.891444 -4.913528 -0.1 1.0 -1.0
H 3.307474 3.035549 -6.196977 0.1 -0.3 0.9
H 3.097890 1.679695 -7.211309 0.2 -0.6 0.3
Cl -1.391994 5.810982 5.702589 -0.4 -0.4 -0.1
C -2.576234 4.702092 4.952397 -0.4 0.6 -0.1
Cl -4.182321 5.489299 4.716203 0.5 -0.2 0.1
H -2.190711 4.461434 3.961653 -0.1 -0.2 0.3
H -2.771263 3.853248 5.607771 0.4 0.1 -0.2
Cl -0.943532 -6.202506 -3.093515 0.2 -0.4 0.0
C -2.382425 -6.146325 -2.082928 -0.4 0.5 -0.2
Cl -3.815784 -5.743191 -3.090150 0.3 0.0 0.4
H -2.606167 -7.094701 -1.594439 0.4 0.2 -0.2
H -2.192042 -5.333531 -1.382067 -0.4 -0.2 0.0
```
Positions in Å, forces in eV/Å.

Output
- Kohn-Sham gap: 11.024 eV
- HOMO: -10.903 eV
- Energy above the lowest of the compared OMol25 structures with the same formula, charge and spin: 39.0 kcal/mol
- Total energy: -261141.886 eV

Taken from the natural (NBO) analysis, the atomic charges in e are: -0.04 -0.39 -0.01 0.23 0.22 -0.02 -0.40 -0.03 0.22 0.22 -0.01 -0.39 -0.05 0.22 0.22 -0.02 -0.37 -0.05 0.22 0.22 -0.02 -0.39 -0.04 0.22 0.23 -0.07 -0.35 -0.03 0.23 0.23 -0.05 -0.36 -0.03 0.22 0.22 -0.02 -0.38 -0.04 0.22 0.22 -0.03 -0.37 -0.05 0.23 0.23 -0.02 -0.39 -0.04 0.23 0.23


Record 4
DFT (wB97M-V/def2-TZVPD) results for a structure of composition C10H20N2NiO3Se3Te.

Structure (XYZ):
```
40
Properties=species:S:1:pos:R:3:forces:R:3
Ni 0.153367 0.298536 -0.477741 0.0 -0.3 0.2
C -2.173234 -1.847780 -1.909753 0.1 0.0 0.0
O -2.263786 -0.453415 -1.706075 -0.1 0.0 0.0
C -1.948226 0.281163 -2.873788 -0.1 -0.1 -0.1
C -1.938759 1.734949 -2.495157 0.2 0.0 0.0
O -0.940295 1.955115 -1.488647 -0.2 0.2 0.0
C -0.312024 3.439073 0.706369 -0.1 0.0 0.0
C 0.915999 2.985128 1.464921 0.0 0.0 0.0
O 1.538425 1.943748 0.756844 0.0 0.2 0.0
C 2.809248 1.603187 1.271394 -0.1 0.0 0.0
H -2.873501 -2.179539 -2.684434 0.0 0.0 0.0
H -2.424174 -2.331429 -0.967649 0.0 0.0 0.0
H -1.154514 -2.128976 -2.198126 0.0 0.0 0.0
H -2.704619 0.103820 -3.651848 0.1 0.0 0.0
H -0.963777 -0.014284 -3.254482 0.0 0.0 0.0
H -2.924018 2.041868 -2.137085 0.0 0.1 0.1
H -1.648984 2.359209 -3.341976 0.0 -0.1 0.0
H -0.866210 4.181180 1.280900 0.0 0.0 0.0
H -0.040253 3.857649 -0.263792 0.0 0.0 0.0
H 0.656089 2.653169 2.480048 0.0 0.0 0.0
H 1.598828 3.840128 1.557307 0.0 0.0 0.0
H 3.528636 2.407640 1.090098 0.0 0.0 0.0
H 3.128184 0.706679 0.743010 0.0 0.0 0.0
H 2.753548 1.405687 2.348326 0.0 0.0 0.0
Se -1.539563 2.006236 0.227773 -0.2 0.2 0.2
Se 1.542333 3.221789 -3.358046 0.0 -0.1 0.0
Te 3.015331 1.375670 -2.946910 0.0 0.1 0.0
Se 1.875632 -0.528033 -1.856188 0.2 -0.2 -0.3
C 1.189616 -4.211791 2.513451 -0.1 0.0 0.0
N 0.449609 -3.070705 1.998891 0.0 0.0 0.1
C -0.836884 -2.707355 2.324595 0.1 0.0 0.0
C -1.095332 -1.570248 1.621642 0.0 0.0 0.0
N 0.009087 -1.234376 0.875764 -0.1 0.2 0.0
C 0.912849 -2.151698 1.125777 0.1 -0.1 0.0
H 0.521452 -4.811820 3.125045 0.0 0.0 0.0
H 2.028126 -3.884252 3.125077 0.0 0.0 0.0
H 1.556371 -4.823027 1.691462 0.0 0.0 0.0
H -1.434196 -3.282678 3.009871 0.0 0.0 0.0
H -1.996312 -0.981565 1.591366 0.0 0.0 0.0
H 1.895931 -2.188652 0.681766 0.0 0.0 0.0
```
Positions in Å, forces in eV/Å.

Output
- Expectation value of S²: 2.01
- Multiplicity: 3
- Kohn-Sham gap (alpha / beta): 6.481 / 5.741 eV
- HOMO (alpha / beta): -6.318 / -6.444 eV
- Energy above the lowest of the compared OMol25 structures with the same formula, charge and spin: 51.5 kcal/mol
- Total energy: -264190.946 eV

Taken from the natural (NBO) analysis, the atomic charges in e are: 0.70 -0.25 -0.56 -0.10 -0.09 -0.73 -0.61 -0.07 -0.56 -0.25 0.17 0.19 0.19 0.17 0.21 0.18 0.22 0.23 0.27 0.17 0.18 0.18 0.21 0.16 0.61 -0.54 0.48 -0.79 -0.40 -0.33 -0.09 -0.09 -0.55 0.19 0.22 0.21 0.22 0.22 0.22 0.23